ORCA calculation (wB97M-V/def2-TZVPD) on a cluster of 13 separate species, C46H88Cl8O22S11 in total.

Structure (XYZ):
```
175
Properties=species:S:1:pos:R:3:lowdin_charge:R:1
C -5.24 5.58 0.04 -0.19
C -5.35 4.65 -1.21 -0.16
C -4.19 3.60 -1.15 -0.25
S -2.91 4.36 -0.30 0.64
O -1.73 4.60 -1.16 -0.40
O -2.61 3.63 0.93 -0.37
C -3.75 5.90 0.14 -0.21
H -5.66 5.09 0.92 0.11
H -5.81 6.50 -0.12 0.11
H -5.12 5.15 -2.17 0.12
H -6.29 4.10 -1.30 0.12
H -3.76 3.37 -2.14 0.11
H -4.34 2.67 -0.73 0.04
H -3.43 6.71 -0.62 0.15
H -3.37 6.09 1.13 0.09
C 2.20 -5.92 -0.76 -0.19
C 1.41 -5.01 0.25 -0.19
C -0.05 -5.32 -0.04 -0.25
S -0.06 -5.18 -1.80 0.69
O -0.19 -3.74 -2.03 -0.36
O -1.08 -6.06 -2.38 -0.34
C 1.60 -5.69 -2.14 -0.22
H 2.16 -6.95 -0.46 0.11
H 3.27 -5.61 -0.80 0.13
H 1.70 -3.98 0.08 0.08
H 1.59 -5.31 1.31 0.13
H -0.69 -4.49 0.29 0.09
H -0.36 -6.31 0.20 0.11
H 2.13 -4.88 -2.65 0.09
H 1.60 -6.64 -2.70 0.12
C 2.40 3.12 -3.30 -0.19
C 1.69 3.82 -2.12 -0.21
C 2.15 5.29 -2.20 -0.24
S 2.57 5.70 -3.88 0.66
O 4.02 5.94 -3.98 -0.35
O 1.71 6.73 -4.44 -0.34
C 2.14 4.07 -4.47 -0.24
H 1.95 2.17 -3.59 0.09
H 3.50 2.98 -3.11 0.12
H 2.04 3.43 -1.18 0.08
H 0.58 3.68 -2.20 0.12
H 3.15 5.53 -1.71 0.12
H 1.41 6.04 -2.01 0.08
H 2.80 3.98 -5.32 0.09
H 1.10 4.20 -4.92 0.13
C -0.94 -2.14 5.00 -0.24
C -0.86 -3.62 5.44 -0.22
C 0.23 -3.59 6.47 -0.26
S 1.52 -2.55 5.77 0.69
O 2.56 -3.43 5.20 -0.35
O 1.96 -1.54 6.70 -0.32
C 0.48 -1.79 4.51 -0.23
H -1.20 -1.48 5.87 0.10
H -1.61 -1.96 4.19 0.07
H -0.50 -4.26 4.55 0.14
H -1.87 -4.06 5.79 0.14
H 0.73 -4.52 6.77 0.11
H -0.21 -3.01 7.35 0.13
H 0.60 -2.20 3.51 0.08
H 0.77 -0.77 4.46 0.08
C -3.92 -4.54 -0.72 -0.21
C -3.61 -3.41 0.29 -0.24
C -4.27 -3.79 1.60 -0.24
S -3.68 -5.40 1.75 0.70
O -4.46 -6.31 2.54 -0.33
O -2.23 -5.32 2.13 -0.35
C -3.77 -5.88 -0.02 -0.19
H -3.29 -4.62 -1.62 0.10
H -4.96 -4.40 -1.13 0.13
H -4.07 -2.48 0.06 0.06
H -2.52 -3.23 0.27 0.11
H -5.32 -3.68 1.35 0.12
H -3.87 -3.24 2.43 0.09
H -4.44 -6.67 -0.22 0.10
H -2.79 -6.31 -0.26 0.08
C -5.85 1.30 4.21 -0.21
C -5.11 2.24 3.23 -0.20
C -4.64 1.45 2.00 -0.21
S -4.93 -0.30 2.44 0.71
O -3.85 -0.67 3.37 -0.38
O -5.29 -1.04 1.24 -0.33
C -6.32 0.00 3.51 -0.20
H -6.62 1.81 4.76 0.11
H -5.05 1.01 4.89 0.06
H -4.16 2.76 3.63 0.11
H -5.79 3.01 2.91 0.09
H -3.59 1.50 1.75 0.08
H -5.29 1.53 1.14 0.09
H -6.52 -0.82 4.13 0.09
H -7.18 0.13 2.83 0.12
C -0.83 -0.67 1.07 -0.16
C -0.29 0.71 1.59 -0.20
C -0.20 1.59 0.39 -0.21
S 0.54 0.49 -0.89 0.72
O 1.99 0.70 -0.86 -0.34
O -0.04 0.71 -2.24 -0.34
C 0.08 -1.03 -0.16 -0.21
H -1.88 -0.46 0.79 0.09
H -0.82 -1.52 1.77 0.10
H 0.70 0.44 1.99 0.11
H -1.02 1.07 2.31 0.10
H 0.52 2.37 0.57 0.07
H -1.16 1.85 -0.09 0.09
H 0.99 -1.45 0.20 0.06
H -0.33 -1.73 -0.92 0.09
C 7.07 2.22 -2.99 -0.22
C 6.74 3.65 -3.09 -0.22
C 6.71 4.22 -1.63 -0.22
S 6.19 2.92 -0.55 0.62
O 4.86 3.16 -0.08 -0.33
O 7.22 2.67 0.41 -0.31
C 6.19 1.69 -1.86 -0.22
H 8.13 2.12 -2.68 0.13
H 6.86 1.71 -3.94 0.13
H 5.76 3.85 -3.57 0.11
H 7.48 4.15 -3.70 0.11
H 6.02 5.07 -1.47 0.10
H 7.72 4.55 -1.23 0.12
H 5.19 1.53 -2.21 0.09
H 6.62 0.79 -1.52 0.08
C 1.66 -1.08 -4.18 -0.24
C 2.00 -1.92 -5.42 -0.22
C 3.53 -2.07 -5.41 -0.23
S 4.03 -2.14 -3.63 0.69
O 4.94 -1.03 -3.44 -0.34
O 4.32 -3.51 -3.32 -0.33
C 2.42 -1.56 -2.96 -0.22
H 0.60 -1.26 -3.96 0.10
H 1.96 0.00 -4.34 0.12
H 1.56 -1.46 -6.34 0.13
H 1.58 -2.95 -5.33 0.12
H 4.03 -1.14 -5.70 0.09
H 3.89 -2.88 -6.09 0.12
H 2.54 -0.76 -2.27 0.04
H 1.81 -2.42 -2.57 0.09
C 5.57 -1.59 3.29 -0.19
C 5.06 -0.14 2.91 -0.21
C 4.72 -0.23 1.45 -0.23
S 3.66 -1.69 1.47 0.67
O 3.51 -2.30 0.18 -0.31
O 2.48 -1.44 2.25 -0.33
C 4.73 -2.61 2.60 -0.20
H 5.58 -1.63 4.35 0.10
H 6.62 -1.65 2.95 0.12
H 5.88 0.54 3.19 0.13
H 4.09 0.01 3.45 0.12
H 5.63 -0.49 0.85 0.13
H 4.16 0.60 0.95 0.11
H 5.25 -3.12 1.79 0.10
H 4.13 -3.20 3.24 0.07
C -2.87 -0.44 -4.51 -0.21
C -3.96 -1.47 -4.24 -0.20
C -4.04 -1.56 -2.71 -0.24
S -4.08 0.17 -2.32 0.66
O -3.48 0.42 -1.02 -0.33
O -5.41 0.65 -2.60 -0.32
C -3.11 0.81 -3.65 -0.22
H -2.74 -0.28 -5.55 0.10
H -1.88 -0.83 -4.15 0.12
H -3.97 -2.49 -4.67 0.13
H -5.01 -0.93 -4.42 0.15
H -3.19 -2.05 -2.26 0.10
H -5.00 -1.96 -2.49 0.10
H -2.16 1.21 -3.33 0.08
H -3.73 1.56 -4.19 0.12
C -1.74 2.59 5.97 -2.05
Cl -0.69 2.30 7.36 0.54
Cl -2.34 1.04 5.38 0.60
Cl -3.07 3.52 6.57 0.56
Cl -0.95 3.48 4.65 0.52
C 1.02 6.14 2.10 -1.89
Cl 2.25 7.21 1.28 0.49
Cl 2.00 5.04 3.23 0.45
Cl 0.00 7.16 3.13 0.51
Cl 0.07 5.20 0.91 0.62
```

Output
- HOMO energy (eV) = -9.956

ORCA calculation (wB97M-V/def2-TZVPD) on a cluster of 2 separate species, C5H13NO in total.

Structure (XYZ):
```
20
Properties=species:S:1:pos:R:3:lowdin_charge:R:1
C -1.42 -1.11 1.11 -0.06
C -0.34 -0.65 0.16 -0.41
C -0.86 0.23 -0.97 -0.16
C -0.90 1.64 -0.35 -0.18
C 0.15 1.62 0.78 -0.20
N 0.63 0.22 0.89 -0.03
H -2.11 -1.79 0.62 0.07
H -0.98 -1.65 1.95 0.08
H -1.99 -0.27 1.52 0.08
H 0.25 -1.50 -0.20 0.13
H -1.83 -0.01 -1.40 0.11
H -0.13 0.26 -1.77 0.10
H -1.89 1.90 0.03 0.10
H -0.71 2.42 -1.07 0.09
H 1.00 2.26 0.57 0.10
H -0.26 1.91 1.75 0.10
H 1.54 0.12 0.47 0.08
O 3.18 -1.75 -1.00 -0.07
H 4.04 -2.12 -1.29 0.04
H 2.64 -1.75 -1.79 0.03
```

Output
- ΔE to the lowest compared entry with this formula, charge and spin (eV) = 0.728
- SMILES string = C[C@H]1CCCN1.O
- HOMO energy (eV) = -8.590

ORCA calculation (wB97M-V/def2-TZVPD) on a structure of composition Cl3F2NP2S.

Structure (XYZ):
```
9
Properties=species:S:1:pos:R:3:lowdin_charge:R:1
N 0.28 0.81 -0.32 -0.40
F -1.92 1.73 -0.99 -0.15
F -1.69 1.19 1.29 -0.16
P -1.27 0.57 -0.12 0.67
P 1.43 -0.28 0.06 -0.63
S 1.38 -1.00 1.91 0.13
Cl -2.62 -2.01 -0.19 -0.06
Cl 3.08 0.72 -0.35 0.33
Cl 1.33 -1.73 -1.30 0.29
```

Output
- ΔE to the lowest compared entry with this formula, charge and spin (eV) = 3.406
- HOMO energy (spin up / spin down) (eV) = -9.390 / -9.390